The following is a quantum chemistry calculation of a cluster of 2 separate species, C17H14F3N2 in total, from the Open Molecules 2025 dataset.

```
! RIJCOSX wB97M-V def2-TZVPD def2/J DEFGRID3
* xyz 1 1
F 2.3342 4.2048 -1.8470
C 2.3433 2.9177 -1.3467
C 3.5710 2.2545 -1.2228
C 3.5292 0.9107 -0.8380
F 4.7005 0.1838 -0.8739
C 2.3546 0.2385 -0.5577
C 1.1064 0.9159 -0.7187
C -0.0786 0.1403 -0.6262
C -1.4202 0.6290 -0.7089
C -2.4579 -0.2898 -1.0494
C -3.7480 0.1240 -1.3566
C -4.0975 1.4850 -1.2472
C -3.1076 2.3865 -0.8470
F -3.4190 3.7273 -0.8509
C -1.8061 2.0008 -0.5362
C 1.1274 2.2829 -1.1206
H 4.5119 2.7455 -1.4815
H 2.3255 -0.8041 -0.2398
H 0.0773 -0.9439 -0.8157
H -2.1868 -1.3502 -1.0611
H -4.4603 -0.6103 -1.7530
H -5.1011 1.8183 -1.5129
H -1.1172 2.7349 -0.1305
H 0.1956 2.7988 -1.3174
C 1.3178 -1.3485 3.1810
C 0.6076 -2.1157 2.1256
N 0.1368 -1.7144 0.9529
C -0.4818 -2.8179 0.3676
C -0.4078 -3.9059 1.2045
N 0.3161 -3.4454 2.3098
H 1.2063 -0.2735 3.0176
H 0.8751 -1.6289 4.1449
H 2.3872 -1.5936 3.1718
H -0.9296 -2.7822 -0.6174
H -0.8314 -4.8912 1.0842
H 0.6271 -3.9837 3.1171
*
```

- HOMO-LUMO gap: 0.237 Eh
- HOMO: -0.448 Eh
- LUMO: -5.73 eV

The following is a quantum chemistry calculation of a structure of composition C35H35ClCrN5O4Se, from the Open Molecules 2025 dataset.

```
! RIJCOSX wB97M-V def2-TZVPD def2/J DEFGRID3
* xyz 1 1
Cr 0.0708 0.6837 0.1034
N -1.3639 0.5071 -1.5511
C -1.4846 -0.5872 -2.4570
C -2.7321 -1.0699 -2.8365
C -2.8231 -2.1475 -3.6977
C -1.6702 -2.7534 -4.1706
C -0.4312 -2.2553 -3.8160
C -0.3180 -1.1478 -2.9738
C 1.0031 -0.5520 -2.6928
C 1.8381 -0.4883 -3.8197
C 3.0990 0.0616 -3.7650
C 3.5675 0.5111 -2.5447
C 2.7455 0.4604 -1.4302
C 1.4356 -0.0216 -1.4668
H -2.2652 0.6428 -1.0823
H -1.2026 1.3861 -2.0636
H -3.6325 -0.6077 -2.4593
H -3.7929 -2.5070 -4.0022
H -1.7365 -3.6104 -4.8234
H 0.4645 -2.7349 -4.1811
H 1.4558 -0.8519 -4.7622
H 3.7018 0.1297 -4.6565
H 4.5627 0.9181 -2.4584
H 3.1644 0.8577 -0.5185
O -3.5941 3.0871 -0.2042
Cl -2.2186 3.3215 -0.2494
O -1.8496 4.5378 0.3522
O -1.5738 2.2296 0.4700
O -1.7343 3.2573 -1.5898
Se 0.4599 5.1784 1.7704
N 0.7921 5.9252 0.2581
C 0.9361 4.9883 -0.6747
C 1.1928 5.1834 -2.0382
C 1.2425 4.0500 -2.8128
C 1.0287 2.7878 -2.2486
N 0.8399 2.5521 -0.9585
C 0.8144 3.6436 -0.1746
N 0.6452 3.5614 1.1423
H 1.3179 6.1787 -2.4355
H 1.4140 4.1062 -3.8753
H 1.0188 1.9282 -2.9018
C 3.8553 -0.5026 2.8852
C 3.3905 0.7842 2.6860
C 2.3726 1.0212 1.7706
C 1.7989 -0.0227 1.0599
C 2.2866 -1.3032 1.2458
C 3.3014 -1.5456 2.1633
H 4.6570 -0.6802 3.5844
H 3.8197 1.6183 3.2218
H 2.0528 2.0452 1.6267
H 1.8883 -2.1307 0.6807
H 3.6578 -2.5538 2.3094
C -2.4859 -2.9102 -0.1518
C -1.1783 -3.5176 0.3611
C -0.0731 -3.3939 -0.6803
C -0.8433 -2.9011 1.6948
C -0.7002 -3.7518 2.7751
C -0.6374 -3.2779 4.0757
C -0.8888 -1.9353 4.3027
C -1.0463 -1.0311 3.2683
C -1.5403 0.3490 3.6234
C -0.4914 1.4446 3.4456
C -2.8330 0.6435 2.8581
C -0.8403 -1.4760 1.9088
N -0.5816 -0.5873 0.9769
H -2.7527 -3.3561 -1.1047
H -2.3793 -1.8381 -0.2886
H -3.2866 -3.0965 0.5585
H -1.3515 -4.5865 0.5361
H 0.1687 -2.3482 -0.8491
H -0.4248 -3.8315 -1.6103
H 0.8151 -3.9375 -0.3669
H -0.6614 -4.8157 2.5906
H -0.4968 -3.9565 4.9024
H -0.9836 -1.5779 5.3192
H -1.7902 0.3124 4.6899
H -0.3451 1.6602 2.3848
H 0.4513 1.1332 3.8961
H -0.8273 2.3599 3.9320
H -2.6487 0.6601 1.7866
H -3.2355 1.6102 3.1466
H -3.5801 -0.1157 3.0813
*
```

- Energy above the lowest of the compared OMol25 structures with the same formula, charge and spin: 0.817 eV
- HOMO-LUMO gap (alpha / beta): 0.234 / 0.234 Eh
- HOMO (alpha / beta): -0.417 / -0.417 Eh
- LUMO (alpha / beta): -4.96 / -4.96 eV

The following is a quantum chemistry calculation of a structure of composition C38H43ClN3O4PSSiTm, from the Open Molecules 2025 dataset.

```
! RIJCOSX wB97M-V def2-TZVPD def2/J DEFGRID3
* xyz -1 3
Tm -0.3201 -0.1087 0.0344
O 0.4658 0.2694 3.8801
S 0.9989 0.0026 2.5726
O 0.8953 1.1152 1.6115
O 0.4330 -1.1888 1.9206
C 2.7723 -0.2335 2.7226
C 3.3786 -0.2329 3.9637
C 4.7614 -0.2289 4.0444
C 5.5171 -0.2245 2.8821
C 4.9008 -0.2473 1.6446
C 3.5111 -0.2559 1.5488
P 2.6050 -0.2646 -0.0713
C 3.5610 -1.6137 -0.8708
C 3.7615 -2.7859 -0.1437
C 4.3551 -3.8868 -0.7314
C 4.7291 -3.8428 -2.0657
C 4.5134 -2.6916 -2.8043
C 3.9244 -1.5854 -2.2150
C 3.4061 1.2416 -0.7599
C 2.6760 2.4232 -0.6689
C 3.1971 3.6094 -1.1524
C 4.4563 3.6287 -1.7260
C 5.1917 2.4587 -1.8123
C 4.6751 1.2694 -1.3315
H 2.7507 -0.2136 4.8410
H 5.2476 -0.2097 5.0069
H 6.5948 -0.1923 2.9383
H 5.5021 -0.2377 0.7488
H 3.4376 -2.8282 0.8891
H 4.5130 -4.7856 -0.1525
H 5.1837 -4.7073 -2.5283
H 4.7850 -2.6594 -3.8506
H 3.7410 -0.7015 -2.8076
H 1.7004 2.4064 -0.1979
H 2.6161 4.5170 -1.0954
H 4.8689 4.5535 -2.1000
H 6.1745 2.4712 -2.2608
H 5.2625 0.3650 -1.4124
Cl 0.3955 -2.9452 -0.4693
C -0.9098 -3.1782 -1.6360
C -0.6914 -3.9086 -2.7833
C -1.6438 -3.8883 -3.7927
C -2.7737 -3.0881 -3.6413
C -3.0007 -2.3983 -2.4751
C -2.0934 -2.4425 -1.3860
C -2.3125 -1.7818 -0.1368
H 0.2127 -4.4936 -2.8905
H -1.4961 -4.4676 -4.6904
H -3.4936 -3.0274 -4.4487
H -3.8898 -1.7909 -2.3725
H -1.9667 -2.3700 0.7262
H -3.3602 -1.5054 -0.0089
C -1.2157 3.4872 1.4383
Si -1.9577 2.2357 0.1369
C -3.8235 2.0372 0.8464
C -4.7074 1.3115 -0.1672
C -4.5304 3.3312 1.2522
C -3.7018 1.1681 2.1037
C -1.9402 3.3098 -1.5396
C -2.6997 4.6345 -1.5171
C -0.4715 3.6221 -1.8297
C -2.4709 2.4665 -2.6980
H -1.7895 4.3996 1.5808
H -0.2059 3.7724 1.1574
H -1.1318 2.9827 2.3977
H -4.9624 1.9734 -0.9895
H -5.6392 0.9734 0.2896
H -4.1932 0.4492 -0.5822
H -4.7144 3.9644 0.3894
H -3.9378 3.8919 1.9704
H -5.4968 3.1075 1.7123
H -3.1720 0.2358 1.8910
H -4.6843 0.9205 2.5149
H -3.1408 1.6924 2.8746
H -2.3935 5.2452 -0.6715
H -3.7726 4.4706 -1.4606
H -2.4931 5.1924 -2.4326
H -0.0481 4.2677 -1.0633
H -0.3645 4.1223 -2.7920
H 0.1125 2.7007 -1.8709
H -3.5416 2.3074 -2.6012
H -1.9847 1.4896 -2.7184
H -2.2763 2.9637 -3.6480
N 1.4173 -1.7598 -3.4917
C 1.0499 -0.4548 -3.2876
O 0.6899 -0.0995 -2.1146
C 1.1938 0.3859 -4.4035
C 1.5903 -0.1582 -5.6258
N 1.9284 -0.6239 -6.6270
C 0.9671 1.7595 -4.4408
N 0.8232 2.8937 -4.5871
H 1.1842 -2.4328 -2.7817
H 1.4721 -2.0870 -4.4430
*
```

- Energy above the lowest of the compared OMol25 structures with the same formula, charge and spin: 0.094 eV
- ⟨S²⟩: 2.00
- HOMO-LUMO gap (alpha / beta): 0.252 / 0.251 Eh
- HOMO (alpha / beta): -0.171 / -0.170 Eh
- LUMO (alpha / beta): 2.21 / 2.21 eV

The following is a quantum chemistry calculation of a cluster of 2 separate species, C5H14N2O in total, from the Open Molecules 2025 dataset.

```
! RIJCOSX wB97M-V def2-TZVPD def2/J DEFGRID3
* xyz -1 2
N 0.7711 -0.6059 0.7311
C 0.3761 -1.7137 -0.1792
C 0.4899 -1.1081 -1.4914
C 0.8299 0.4581 -1.3841
C 1.0601 0.7055 0.0264
C -0.0428 1.6472 0.4376
N 0.1272 3.1116 0.2002
H 1.5518 -0.9121 1.3503
H 0.9302 -2.7069 0.0358
H -0.7156 -1.7905 0.2241
H -0.5551 -1.0307 -1.9318
H 1.1227 -1.6272 -2.0799
H 1.6639 0.6762 -2.0079
H 0.0414 0.9074 -1.9666
H 2.0889 1.0168 0.4275
H -1.0359 1.2733 0.1589
H -0.3715 1.4983 1.5652
H 0.4999 3.5659 0.9357
H 0.8339 3.2230 -0.3718
H -3.9585 -2.3109 1.7373
H -2.5786 -2.2390 2.1477
O -3.1289 -2.0384 1.4350
*
```

- Energy above the lowest of the compared OMol25 structures with the same formula, charge and spin: 2.897 eV
- ⟨S²⟩: 0.75
- HOMO-LUMO gap (alpha / beta): 0.082 / 0.313 Eh
- HOMO (alpha / beta): 0.047 / -0.188 Eh
- LUMO (alpha / beta): 3.51 / 3.41 eV

The following is a quantum chemistry calculation of a structure of composition C3H7NO, from the Open Molecules 2025 dataset.

```
! RIJCOSX wB97M-V def2-TZVPD def2/J DEFGRID3
* xyz 0 1
C 1.5915 -0.0790 -0.4140
C -1.6512 -0.2535 0.4799
C -0.7783 0.9028 0.1368
N 2.7294 -0.5776 -0.3349
O 0.9297 0.4263 0.6480
H 0.9173 -0.0150 -1.3285
H -2.5622 -0.0713 1.0041
H -1.8867 -0.9343 -0.3322
H -0.9029 -0.8732 1.1977
H -0.8618 1.6266 0.9305
H -0.5121 0.9829 -0.8629
H 2.9873 -1.1347 -1.1246
*
```

- Energy above the lowest of the compared OMol25 structures with the same formula, charge and spin: 3.342 eV
- HOMO-LUMO gap: 0.371 Eh
- HOMO: -0.348 Eh
- LUMO: 0.65 eV

The following is a quantum chemistry calculation of a structure of composition C61H58Cl5N3O8STa, from the Open Molecules 2025 dataset.

```
! RIJCOSX wB97M-V def2-TZVPD def2/J DEFGRID3
* xyz 1 1
Ta 1.5581 -0.4923 0.3230
C -3.6433 3.4831 -1.6879
C -2.5623 2.9762 -0.7365
C -2.6772 3.7148 0.6070
O -1.2898 3.1316 -1.3324
C -0.4390 2.1998 -0.7079
C -1.4199 1.0151 -0.3688
O -2.7012 1.5747 -0.5488
C -1.2817 -0.3674 -1.0630
O -0.0605 -0.8802 -0.6127
C -2.3602 -1.3295 -0.5196
C -3.4503 -1.7854 -1.2497
C -4.2975 -2.7487 -0.7222
C -4.0757 -3.2711 0.5402
C -2.9962 -2.8165 1.2795
C -2.1477 -1.8626 0.7485
C -1.4081 -0.3404 -2.5808
C -0.5925 -1.1424 -3.3652
C -0.7881 -1.2394 -4.7315
C -1.7988 -0.5242 -5.3479
C -2.6069 0.2935 -4.5791
C -2.4252 0.3720 -3.2095
C 0.9214 1.9696 -1.4348
O 1.5987 1.0135 -0.6735
C 0.8790 1.5794 -2.9079
C 0.0982 2.2521 -3.8394
C 0.2169 1.9517 -5.1867
C 1.1193 0.9950 -5.6209
C 1.8974 0.3251 -4.6956
C 1.7751 0.6163 -3.3510
C 1.7626 3.2611 -1.4356
C 3.1260 3.1198 -1.6780
C 3.9592 4.2219 -1.7188
C 3.4396 5.4899 -1.5160
C 2.0853 5.6404 -1.2765
C 1.2497 4.5348 -1.2383
H -3.7899 4.5510 -1.5513
H -4.5708 2.9620 -1.4650
H -3.3561 3.2993 -2.7190
H -2.4085 4.7573 0.4647
H -2.0361 3.2791 1.3671
H -3.7049 3.6577 0.9541
H -0.1148 2.5974 0.2738
H -1.2615 0.7765 0.6883
H -3.6535 -1.3973 -2.2347
H -5.1358 -3.0984 -1.3075
H -4.7376 -4.0202 0.9500
H -2.8162 -3.2030 2.2722
H -1.2969 -1.5251 1.3184
H 0.2178 -1.6771 -2.8947
H -0.1405 -1.8716 -5.3208
H -1.9564 -0.5997 -6.4130
H -3.3935 0.8686 -5.0451
H -3.0898 0.9822 -2.6240
H -0.5938 3.0088 -3.5072
H -0.3960 2.4749 -5.9065
H 1.2190 0.7755 -6.6733
H 2.5999 -0.4296 -5.0197
H 2.3829 0.0987 -2.6302
H 3.5315 2.1336 -1.8483
H 5.0133 4.0898 -1.9189
H 4.0836 6.3554 -1.5449
H 1.6678 6.6255 -1.1226
H 0.1956 4.6798 -1.0743
Cl 9.2239 -2.5567 1.2050
C 7.5180 -2.3029 1.1432
C 6.7211 -2.8349 2.1697
C 5.3655 -2.6468 2.1512
Cl 4.3855 -3.3346 3.3873
C 4.6987 -1.9167 1.1150
O 3.4360 -1.7258 1.1590
C 5.5385 -1.4669 0.0445
C 4.9209 -0.9318 -1.1218
O 3.7053 -0.8247 -1.3187
C 6.9399 -1.6362 0.0959
H 7.1786 -3.3990 2.9688
H 5.6125 -0.6360 -1.9321
H 7.5492 -1.2537 -0.7085
C -6.1055 0.0051 4.0848
C -5.4637 0.7849 2.9282
C -5.4241 -0.1132 1.6934
C -6.3107 2.0181 2.5838
C -4.0776 1.2282 3.3722
C -3.9973 2.0831 4.4815
C -2.7959 2.5316 4.9743
C -1.6388 2.1320 4.3305
S -0.0158 2.6027 4.6789
C 0.5057 1.6832 3.2670
N -0.4366 1.0510 2.6461
C -1.6716 1.2817 3.2052
C -2.9111 0.8193 2.7495
C 1.9040 1.7568 2.8830
C 2.7342 2.6004 3.6368
C 4.0694 2.7496 3.3395
C 4.5930 2.0815 2.2464
C 3.7739 1.2566 1.4919
C 2.4351 1.0401 1.8038
H -7.0627 -0.4070 3.7772
H -6.2723 0.6388 4.9512
H -5.4559 -0.8139 4.3856
H -6.4379 -0.3639 1.3880
H -4.9009 -1.0395 1.9079
H -4.9346 0.3897 0.8636
H -7.2813 1.7086 2.2030
H -5.8144 2.6055 1.8143
H -6.4774 2.6557 3.4469
H -4.8990 2.4042 4.9753
H -2.7531 3.1834 5.8316
H -2.9409 0.1609 1.9002
H 2.3143 3.1426 4.4715
H 4.6903 3.3809 3.9554
H 5.6349 2.1828 1.9821
H 4.2211 0.7631 0.6414
N 1.3126 -6.0260 -1.0744
C 2.6809 -5.5243 -1.3722
C 2.8107 -4.1286 -0.7301
N 1.7897 -3.2061 -1.1765
C 0.4605 -3.7658 -1.0216
C 0.3084 -5.1275 -1.7087
H 1.1750 -5.9622 -0.0501
H 1.1915 -7.0028 -1.3656
H 2.8039 -5.4802 -2.4586
H 3.4248 -6.2085 -0.9612
H 3.8023 -3.7230 -0.9397
H 2.7068 -4.2415 0.3539
H 1.9627 -2.8880 -2.1257
H -0.2809 -3.0548 -1.3830
H 0.2812 -3.9141 0.0465
H 0.5138 -5.0725 -2.7817
H -0.6955 -5.5278 -1.5618
Cl 1.5016 -3.8503 4.8136
C 1.0202 -2.5767 3.7157
Cl -0.6518 -2.0856 4.0473
Cl 2.0514 -1.1449 3.8449
C 1.0537 -3.0251 2.2335
O 1.1107 -4.2073 1.9463
O 0.9536 -2.0606 1.4249
*
```

- HOMO-LUMO gap: 0.248 Eh
- HOMO: -0.370 Eh
- LUMO: -3.33 eV

The following is a quantum chemistry calculation of an isolated molecule of C17H27N5O3, from the Open Molecules 2025 dataset.

```
! RIJCOSX wB97M-V def2-TZVPD def2/J DEFGRID3
* xyz 0 1
C -5.2822 -1.3905 2.1688
C -4.7796 -2.0616 0.8972
C -3.6933 -1.2480 0.2062
C -3.1957 -1.9263 -1.0620
N -2.1684 -1.1464 -1.7288
C -0.8471 -1.0954 -1.4654
C -0.3751 -0.1026 -2.2844
C 1.0315 0.3767 -2.5277
C 1.0343 1.7897 -3.1223
C 1.6969 -0.4895 -3.6171
O 2.0912 -1.7719 -3.1944
C 3.0863 -1.6242 -2.2059
C 2.4962 -0.9925 -0.9688
N 1.8222 0.2793 -1.2718
C 1.4520 1.0976 -0.2389
O 0.6255 1.9815 -0.3508
C 2.1393 0.8685 1.1129
O 1.6737 -0.3827 1.6567
N 1.4728 -0.2231 3.0401
C 1.5532 1.0085 3.3366
C 1.3587 1.4803 4.7344
C 1.7828 1.9123 2.1560
C 2.8347 2.9944 2.3484
N -1.4205 0.3752 -3.0045
N -2.5012 -0.2523 -2.6566
H -6.0591 -1.9828 2.6525
H -4.4695 -1.2551 2.8850
H -5.6987 -0.4056 1.9505
H -4.3924 -3.0574 1.1344
H -5.6134 -2.2126 0.2050
H -4.0723 -0.2564 -0.0544
H -2.8504 -1.0967 0.8874
H -2.7788 -2.9101 -0.8406
H -4.0050 -2.0535 -1.7799
H -0.3853 -1.7283 -0.7286
H 0.7274 1.7319 -4.1669
H 0.3532 2.4509 -2.6018
H 2.0456 2.1959 -3.0738
H 0.9784 -0.6126 -4.4254
H 2.5737 0.0503 -4.0003
H 3.4625 -2.6172 -1.9634
H 3.9144 -1.0186 -2.5987
H 1.8015 -1.6998 -0.5117
H 3.2908 -0.8187 -0.2459
H 3.2289 0.8140 0.9907
H 0.5424 2.2042 4.7778
H 1.1308 0.6411 5.3870
H 2.2573 1.9812 5.0991
H 0.8299 2.3783 1.8856
H 2.5423 3.6921 3.1336
H 3.8009 2.5619 2.6170
H 2.9566 3.5666 1.4282
*
```

- Energy above the lowest of the compared OMol25 structures with the same formula, charge and spin: 3.500 eV
- HOMO-LUMO gap: 0.362 Eh
- HOMO: -0.336 Eh
- LUMO: 0.71 eV

The following is a quantum chemistry calculation of an isolated molecule of C5H9NO, from the Open Molecules 2025 dataset.

```
! RIJCOSX wB97M-V def2-TZVPD def2/J DEFGRID3
* xyz 0 1
C 0.4297 -1.6280 0.1333
C 0.7077 1.8769 0.1059
C -1.7288 -0.2851 -0.4958
C -0.4991 -0.4240 0.3719
C 1.5303 -0.5682 0.0662
N 0.5997 0.4508 0.0435
O 2.7186 -0.5591 -0.1140
H -0.6919 -0.3460 1.4977
H 0.2541 -2.1797 -0.7868
H 0.5378 -2.3165 0.9667
H 0.0515 2.3483 -0.6307
H 0.4448 2.2418 1.1036
H 1.7405 2.1453 -0.1087
H -1.4503 -0.3554 -1.5463
H -2.2081 0.6784 -0.3348
H -2.4365 -1.0796 -0.2718
*
```

- Energy above the lowest of the compared OMol25 structures with the same formula, charge and spin: 0.996 eV
- HOMO-LUMO gap: 0.374 Eh
- HOMO: -0.341 Eh
- LUMO: 0.90 eV